1.
A structure of composition Cl8HfO32 at a distorted geometry. Source: the OMol25 dataset; level of theory: wB97M-V/def2-TZVPD.

Element x y z (Å)
Hf (0.083, -0.099, -0.259)
Cl (-2.315, -1.924, 1.170)
O (-1.802, -2.906, 2.153)
O (-3.648, -2.433, 0.626)
O (-2.461, -0.582, 1.863)
O (-1.331, -1.544, 0.065)
Cl (1.217, -2.975, -2.222)
O (2.370, -3.898, -1.809)
O (-0.124, -3.689, -2.235)
O (1.189, -1.780, -1.304)
O (1.549, -2.403, -3.552)
Cl (3.163, 0.969, 1.261)
O (4.497, 0.667, 0.637)
O (2.915, 2.386, 1.531)
O (2.062, 0.502, 0.262)
O (2.900, 0.216, 2.581)
Cl (-0.232, 1.164, 3.093)
O (-1.540, 1.675, 3.442)
O (-0.013, 0.918, 1.643)
O (0.934, 1.935, 3.764)
O (-0.256, -0.244, 3.741)
Cl (-0.554, 0.602, -3.515)
O (0.550, 0.938, -4.422)
O (-1.309, 1.824, -3.222)
O (-1.550, -0.365, -4.122)
O (-0.171, -0.059, -2.201)
Cl (0.523, 3.243, -1.517)
O (0.091, 1.941, -0.820)
O (1.174, 3.006, -2.849)
O (-0.750, 4.073, -1.721)
O (1.430, 4.055, -0.534)
Cl (1.339, -2.828, 1.934)
O (2.123, -3.551, 0.934)
O (0.331, -3.681, 2.574)
O (2.341, -2.436, 2.990)
O (0.782, -1.671, 1.207)
Cl (-3.100, 1.779, -0.224)
O (-4.497, 1.360, -0.527)
O (-2.860, 3.106, -1.012)
O (-3.019, 1.942, 1.232)
O (-2.031, 0.766, -0.635)

Computed properties:
Net charge: -4
Strongest force on any atom (eV/Å): 7.7
Energy above the lowest of the compared OMol25 structures with the same formula, charge and spin (eV): 0.000
Orbital gap (Ha): 0.300

***

2.
A cluster of 2 separate species, C6H14O2 in total at a distorted geometry. Source: the OMol25 dataset; level of theory: wB97M-V/def2-TZVPD.

Element x y z (Å)
C (-1.708, -1.298, 0.848)
C (-1.145, -0.114, 1.065)
C (-1.852, 0.930, 1.837)
C (0.297, 0.049, 0.777)
C (0.712, 1.003, -0.371)
C (0.225, 0.471, -1.728)
O (0.989, -0.672, -2.186)
H (-1.167, -2.160, 0.443)
H (-2.716, -1.689, 0.961)
H (-2.872, 0.811, 2.202)
H (-1.318, 1.409, 2.664)
H (-2.010, 1.877, 1.263)
H (0.901, 0.401, 1.622)
H (0.717, -0.914, 0.478)
H (0.132, 1.949, -0.245)
H (1.691, 1.464, -0.330)
H (0.321, 1.212, -2.526)
H (-0.831, 0.236, -1.608)
H (0.436, -1.442, -2.062)
O (3.289, -1.034, -0.690)
H (3.508, -1.666, -1.371)
H (2.400, -0.825, -1.042)

Computed properties:
Net charge: 0
Strongest force on any atom (eV/Å): 3.3
Energy above the lowest of the compared OMol25 structures with the same formula, charge and spin (eV): 1.975
Orbital gap (Ha): 0.375
SMILES: C=C(C)CCCO.O

***

3.
A structure of composition C6H8O6Tl at a distorted geometry. Source: the OMol25 dataset; level of theory: wB97M-V/def2-TZVPD.

Element x y z (Å)
H (-0.253, 1.631, -0.439)
O (0.867, 0.318, -4.836)
C (0.048, 0.780, -4.037)
O (-1.084, 1.191, -4.329)
O (0.470, 0.801, -2.683)
Tl (-0.553, 0.745, -6.199)
C (-0.339, 0.413, -1.769)
C (0.028, 0.500, -0.373)
C (-0.891, -0.238, 0.590)
C (-0.519, -0.115, 2.052)
O (0.606, -0.953, 2.328)
C (1.068, -0.932, 3.568)
O (0.559, -0.361, 4.502)
O (2.175, -1.659, 3.620)
H (-1.276, -0.059, -2.097)
H (1.108, 0.390, -0.208)
H (-0.900, -1.297, 0.290)
H (-1.921, 0.132, 0.495)
H (-1.366, -0.434, 2.673)
H (-0.266, 0.922, 2.312)
H (2.440, -1.776, 4.542)

Computed properties:
Net charge: +3
Strongest force on any atom (eV/Å): 10.1
Energy above the lowest of the compared OMol25 structures with the same formula, charge and spin (eV): 0.000
Orbital gap (alpha / beta) (Ha): 0.238 / 0.291

***

4.
A structure of composition C30H34F6N6O3STi at a distorted geometry. Source: the OMol25 dataset; level of theory: wB97M-V/def2-TZVPD.

Element x y z (Å)
Ti (0.442, -0.265, 0.999)
O (-1.193, -1.091, 1.613)
N (-1.337, -2.428, 1.657)
C (-1.350, -3.023, 2.865)
C (-1.454, -4.373, 3.015)
C (-1.531, -5.167, 1.862)
C (-1.585, -4.560, 0.640)
C (-1.543, -3.150, 0.489)
S (-1.802, -2.377, -0.969)
H (-1.251, -2.350, 3.702)
H (-1.447, -4.805, 4.004)
H (-1.559, -6.246, 1.945)
H (-1.681, -5.132, -0.271)
N (0.168, 0.539, 3.262)
H (0.484, -0.241, 3.826)
H (-0.759, 0.810, 3.559)
H (0.820, 1.307, 3.367)
O (1.767, 0.836, 1.046)
N (2.086, 1.949, 0.325)
C (2.954, 1.789, -0.705)
C (3.693, 0.639, -1.059)
N (4.386, -0.248, -1.335)
C (3.194, 2.916, -1.519)
N (3.397, 3.824, -2.209)
C (0.675, 1.390, -5.278)
C (0.756, 0.587, -4.006)
C (1.430, -0.624, -3.969)
C (1.541, -1.322, -2.771)
C (2.294, -2.619, -2.699)
C (0.949, -0.801, -1.640)
C (0.202, 0.396, -1.640)
C (0.149, 1.084, -2.860)
N (-0.374, 0.755, -0.440)
C (-1.384, 1.819, -0.357)
C (-1.934, 1.843, 1.083)
C (-3.031, 2.892, 1.262)
C (-4.181, 2.581, 0.304)
C (-3.652, 2.623, -1.130)
C (-3.061, 4.004, -1.431)
C (-1.910, 4.289, -0.460)
C (-2.458, 4.278, 0.967)
C (-0.811, 3.231, -0.617)
C (-2.570, 1.554, -1.306)
H (1.126, 0.853, -6.112)
H (1.199, 2.341, -5.156)
H (-0.364, 1.613, -5.528)
H (1.883, -1.027, -4.867)
H (2.551, -2.976, -3.696)
H (1.698, -3.383, -2.193)
H (3.218, -2.467, -2.139)
H (1.038, -1.366, -0.704)
H (-0.345, 2.040, -2.940)
H (-1.094, 2.087, 1.742)
H (-2.320, 0.855, 1.329)
H (-3.401, 2.862, 2.294)
H (-4.996, 3.300, 0.438)
H (-4.573, 1.581, 0.514)
H (-4.471, 2.418, -1.828)
H (-3.832, 4.776, -1.326)
H (-2.699, 4.035, -2.463)
H (-1.484, 5.273, -0.679)
H (-3.235, 5.042, 1.079)
H (-1.655, 4.507, 1.675)
H (0.009, 3.413, 0.081)
H (-0.390, 3.301, -1.619)
H (-2.230, 1.563, -2.340)
H (-2.965, 0.556, -1.099)
C (3.203, -3.451, 1.081)
C (2.474, -2.520, 2.053)
O (1.348, -1.950, 1.503)
C (3.529, -1.506, 2.596)
F (4.554, -2.113, 3.235)
F (2.989, -0.653, 3.498)
F (4.076, -0.799, 1.623)
C (2.010, -3.370, 3.277)
F (1.300, -4.433, 2.869)
F (3.004, -3.860, 4.042)
F (1.211, -2.654, 4.110)
H (3.613, -2.853, 0.268)
H (2.485, -4.160, 0.672)
H (4.005, -3.989, 1.587)

Computed properties:
Net charge: -1
Multiplicity: 2
Strongest force on any atom (eV/Å): 2.3
Energy above the lowest of the compared OMol25 structures with the same formula, charge and spin (eV): 2.718
Orbital gap (alpha / beta) (Ha): 0.178 / 0.244

***

5.
A structure of composition C6H10N at a distorted geometry. Source: the OMol25 dataset; level of theory: wB97M-V/def2-TZVPD.

Element x y z (Å)
C (-0.712, -0.708, -0.011)
C (-0.769, 0.716, 0.043)
C (-1.684, -1.509, -0.331)
C (-1.679, 1.680, 0.150)
C (0.715, -1.114, 0.389)
C (1.086, 1.196, 0.000)
N (1.592, -0.127, -0.257)
H (-1.652, -2.619, -0.216)
H (-2.601, -0.993, -0.653)
H (-1.259, 2.573, 0.091)
H (-2.708, 1.302, 0.174)
H (0.919, -0.882, 1.334)
H (0.887, -2.104, -0.046)
H (1.262, 2.005, -0.669)
H (1.289, 1.687, 0.992)
H (2.482, -0.331, 0.052)
H (1.657, -0.270, -1.247)

Computed properties:
Net charge: +1
Strongest force on any atom (eV/Å): 5.8
Energy above the lowest of the compared OMol25 structures with the same formula, charge and spin (eV): 2.266
Orbital gap (Ha): 0.364

***

6.
A cluster of 2 separate species, CH3N3S2 in total at a distorted geometry. Source: the OMol25 dataset; level of theory: wB97M-V/def2-TZVPD.

Element x y z (Å)
C (0.838, -0.924, -1.186)
N (0.480, -0.961, 0.048)
N (0.479, 0.193, 0.649)
N (-1.573, 0.378, 1.065)
S (1.245, 0.522, -2.032)
S (1.159, 1.487, -0.093)
H (0.526, -1.681, -1.802)
H (-1.273, 1.227, 1.554)
H (-1.880, -0.241, 1.797)

Computed properties:
Net charge: 0
Strongest force on any atom (eV/Å): 2.6
Energy above the lowest of the compared OMol25 structures with the same formula, charge and spin (eV): 2.642
Orbital gap (alpha / beta) (Ha): 0.296 / 0.271

***

7.
The ion C2H8N3OS with charge +1 at a distorted geometry. Source: the OMol25 dataset; level of theory: wB97M-V/def2-TZVPD.

Element x y z (Å)
N (-2.043, -1.128, 0.514)
C (-2.083, 0.150, -0.037)
C (-0.755, 0.694, -0.505)
N (0.423, 0.229, -0.158)
N (1.708, 1.025, 0.106)
O (2.727, 0.355, 0.451)
S (3.858, -0.560, -0.503)
H (-2.852, -1.797, 0.176)
H (-1.671, -1.362, 1.448)
H (-2.717, 0.880, 0.500)
H (-2.632, -0.087, -1.113)
H (-0.803, 1.654, -0.977)
H (0.519, -0.807, 0.147)
H (1.746, 1.747, -0.598)
H (4.575, -0.994, 0.548)

Computed properties:
Net charge: +1
Strongest force on any atom (eV/Å): 4.2
Energy above the lowest of the compared OMol25 structures with the same formula, charge and spin (eV): 5.320
Orbital gap (Ha): 0.313
SMILES: NC/C=[NH+]/NOS

***

8.
A structure of composition C10H27ClIO2P2STi at a distorted geometry. Source: the OMol25 dataset; level of theory: wB97M-V/def2-TZVPD.

Element x y z (Å)
C (0.019, 0.315, -5.942)
C (0.065, 1.676, -5.473)
H (-0.007, 0.374, -7.047)
H (-0.912, -0.158, -5.559)
H (0.939, -0.210, -5.600)
O (0.093, 2.807, -5.212)
I (0.136, 2.680, -0.576)
Ti (0.050, 0.085, -0.825)
P (2.593, -0.338, -0.609)
C (3.142, 1.003, 0.460)
C (3.471, -1.769, 0.125)
H (4.518, -1.679, -0.218)
H (4.576, -0.259, -1.913)
H (3.025, -2.717, -0.220)
H (3.147, -0.771, -2.896)
H (2.694, 0.925, 1.452)
H (3.451, -1.699, 1.223)
C (3.515, -0.074, -2.131)
H (4.222, 0.858, 0.522)
H (3.356, 0.967, -2.436)
H (2.882, 1.961, 0.012)
P (-2.486, -0.380, -0.609)
C (-2.986, 1.012, 0.442)
C (-3.575, -0.179, -2.015)
H (-3.098, -2.700, -0.214)
H (-4.424, -1.491, 0.103)
H (-3.132, -1.742, 1.328)
C (-3.357, -1.736, 0.252)
H (-3.325, -0.937, -2.758)
H (-4.587, -0.323, -1.628)
H (-4.066, 0.856, 0.561)
H (-2.754, 1.948, -0.077)
H (-3.448, 0.831, -2.400)
H (-2.487, 0.987, 1.418)
Cl (0.042, -2.104, -1.598)
C (-0.890, 0.550, 3.466)
S (0.467, -0.295, 2.607)
C (0.067, -2.033, 2.899)
O (-0.011, -0.242, 1.069)
H (-0.638, 0.521, 4.532)
H (-1.896, 0.142, 3.299)
H (-0.897, 1.597, 3.157)
H (-0.995, -2.165, 2.659)
H (0.646, -2.619, 2.179)
H (0.295, -2.390, 3.912)

Computed properties:
Net charge: +3
Strongest force on any atom (eV/Å): 5.9
Energy above the lowest of the compared OMol25 structures with the same formula, charge and spin (eV): 1.170
Orbital gap (alpha / beta) (Ha): 0.256 / 0.256